C22H23MnN2S3 as an isolated structure, computed with wB97M-V/def2-TZVPD.

Structure (XYZ):
```
51
Properties=species:S:1:pos:R:3:forces:R:3
Mn -0.5982 -0.6816 -0.5484 -0.06 0.07 0.06
C 0.7834 -3.0816 0.4185 0.00 0.01 -0.01
N 0.1682 -1.8759 1.0125 -0.03 0.04 -0.06
C 1.1721 -1.0292 1.6679 0.00 0.01 -0.01
C 2.1088 -0.4384 0.6250 0.00 -0.01 0.00
N 1.3689 0.2761 -0.4433 -0.02 0.01 -0.01
C 1.1972 1.7020 -0.0722 0.02 0.00 0.00
C 2.0839 0.2331 -1.7171 0.01 0.00 0.01
C 3.4255 0.5912 -1.7717 0.00 0.00 0.00
C 4.1125 0.5987 -2.9749 -0.01 0.00 0.00
C 3.4312 0.2562 -4.1375 0.00 0.00 0.00
C 2.0963 -0.0993 -4.0833 -0.01 0.00 0.00
C 1.3888 -0.1312 -2.8730 0.02 0.01 -0.01
S -0.2769 -0.6784 -2.8198 0.02 -0.06 0.06
C -0.9407 -2.2923 1.8556 0.02 0.01 0.01
C -0.7999 -2.4621 3.2226 -0.01 0.00 -0.01
C -1.8687 -2.9183 3.9843 0.00 0.00 0.00
C -3.0682 -3.2188 3.3549 0.00 0.00 0.00
C -3.2049 -3.0478 1.9859 0.00 0.00 0.01
C -2.1541 -2.5674 1.2020 -0.02 0.00 -0.01
S -2.3097 -2.2791 -0.5183 0.01 0.04 0.00
H 1.3480 -3.6360 1.1788 0.00 0.00 0.00
H 1.4388 -2.8066 -0.4072 0.00 0.00 0.01
H -0.0103 -3.7033 0.0124 0.00 0.00 0.00
H 1.7776 -1.5967 2.3892 0.00 0.00 0.00
H 0.6372 -0.2397 2.1965 0.00 0.00 0.00
H 2.6955 -1.2270 0.1557 0.00 0.00 0.01
H 2.8173 0.2338 1.1240 0.00 0.00 0.00
H 2.1739 2.1977 -0.0312 0.00 0.00 0.00
H 0.6914 1.7679 0.8875 0.00 0.00 0.01
H 0.5740 2.1911 -0.8190 0.00 0.00 0.00
H 3.9411 0.8701 -0.8594 0.00 0.00 0.00
H 5.1594 0.8726 -3.0049 0.00 0.00 0.00
H 3.9466 0.2618 -5.0908 0.00 0.00 0.00
H 1.5673 -0.3783 -4.9862 0.00 0.00 0.00
H 0.1404 -2.2296 3.7068 0.00 0.00 0.00
H -1.7624 -3.0310 5.0559 0.00 0.00 0.00
H -3.9120 -3.5707 3.9369 0.00 0.00 0.00
H -4.1506 -3.2541 1.5004 0.00 0.00 0.00
S -1.6521 0.7073 1.1450 0.06 -0.10 -0.03
C -2.0097 2.2003 0.2865 0.00 -0.01 0.01
C -1.9332 3.4326 0.9476 0.00 -0.01 0.00
C -2.1977 4.6238 0.2874 0.00 0.00 0.00
C -2.5402 4.6234 -1.0586 0.00 0.00 0.00
C -2.6250 3.4073 -1.7267 0.00 -0.01 0.00
C -2.3730 2.2150 -1.0658 0.00 0.00 -0.01
H -1.6558 3.4399 1.9954 0.00 0.00 0.00
H -2.1278 5.5611 0.8287 0.00 0.00 0.00
H -2.7379 5.5531 -1.5779 0.00 0.00 0.00
H -2.8916 3.3829 -2.7772 0.00 0.00 0.00
H -2.4446 1.2753 -1.5998 0.00 0.00 0.00
```
Positions in Å, forces in eV/Å.

Net charge: -1
HOMO level (alpha / beta) in eV: -3.9 / -3.8
Multiplicity: 2
LUMO (alpha / beta) in Eh: 0.1023 / 0.1024

---

C22H23N3O4 in the gas phase at a distorted geometry, computed with wB97M-V/def2-TZVPD.

Structure (XYZ):
```
52
Properties=species:S:1:pos:R:3:forces:R:3
C -0.9886 -3.7439 2.9238 0.20 0.04 0.16
O -2.0821 -3.9360 2.0567 -0.24 -0.04 -0.24
C -2.4896 -2.8903 1.2901 -0.19 0.11 -0.15
C -3.6169 -3.1155 0.4950 0.17 -0.07 0.15
C -4.1151 -2.1137 -0.3144 0.02 -0.05 0.01
C -3.5016 -0.8736 -0.3584 0.20 0.13 0.14
C -2.3713 -0.6507 0.4213 -0.54 -0.54 -0.12
C -1.6701 0.6156 0.3704 0.41 1.10 -0.10
N -2.0128 1.6387 -0.3695 -0.98 -0.82 -0.33
O -1.0741 2.5903 -0.1193 0.65 0.42 0.29
C -0.2223 2.0686 0.7647 -0.24 -0.68 0.28
C 0.9362 2.8194 1.3148 0.26 0.25 0.01
C 1.0906 4.2217 0.7220 -0.12 -0.04 -0.13
C 1.6104 4.1655 -0.7130 0.20 0.01 0.17
C 2.8990 3.3475 -0.7675 -0.01 0.19 -0.46
N 2.6362 2.0108 -0.2742 0.02 0.28 0.14
C 2.5638 0.9872 -1.1630 0.22 -0.17 -0.04
O 2.9090 1.1186 -2.3212 -0.04 -0.07 -0.20
C 2.0733 -0.3375 -0.6628 -0.18 -0.23 -0.28
C 2.8209 -1.1397 0.1824 -0.13 0.14 -0.15
C 2.4023 -2.4262 0.4827 0.02 -0.15 0.10
C 1.2389 -2.9142 -0.0833 0.12 -0.01 0.04
C 0.4764 -2.1257 -0.9281 -0.12 0.17 -0.27
C 0.8818 -0.8288 -1.2201 0.21 -0.03 0.10
O 0.1960 0.0403 -2.0049 0.32 0.01 0.32
C -0.8275 -0.4577 -2.8352 -0.24 -0.08 -0.16
C 2.2120 1.9766 1.0982 -0.27 -0.11 0.39
N -0.5421 0.8582 1.1042 0.30 0.23 0.13
C -1.8666 -1.6511 1.2493 -0.02 -0.05 0.11
H -0.0784 -3.4855 2.3742 -0.04 0.01 0.03
H -1.1984 -2.9639 3.6624 0.01 -0.01 -0.03
H -0.8483 -4.6958 3.4335 0.03 0.09 -0.01
H -4.0849 -4.0865 0.5348 -0.06 -0.12 0.01
H -4.9901 -2.3029 -0.9180 -0.08 -0.02 -0.04
H -3.8785 -0.0788 -0.9821 -0.07 0.06 -0.09
H 0.7691 2.8916 2.3964 -0.01 -0.02 -0.11
H 1.8001 4.7778 1.3398 -0.03 0.02 0.04
H 0.1323 4.7428 0.7544 0.05 0.06 0.08
H 0.8673 3.6968 -1.3596 0.02 0.03 -0.09
H 1.7949 5.1752 -1.0808 -0.02 0.02 -0.04
H 3.6750 3.8105 -0.1478 0.00 0.00 -0.02
H 3.2609 3.2544 -1.7924 0.03 0.06 0.19
H 3.7490 -0.7616 0.5869 0.09 0.05 0.05
H 2.9929 -3.0471 1.1394 0.06 -0.06 0.04
H 0.9176 -3.9253 0.1218 -0.04 -0.08 0.03
H -0.4291 -2.5274 -1.3550 -0.11 0.00 -0.04
H -1.6814 -0.8210 -2.2552 0.08 0.01 -0.06
H -0.4536 -1.2566 -3.4825 0.00 0.02 0.03
H -1.1425 0.3876 -3.4444 -0.03 -0.09 0.02
H 3.0150 2.3932 1.7190 -0.08 -0.06 0.01
H 2.0152 0.9495 1.4059 0.08 0.16 0.03
H -0.9882 -1.4281 1.8317 0.10 -0.05 0.06
```
Positions in Å, forces in eV/Å.

Structure (SMILES): COc1cccc(-c2noc([C@@H]3CCCN(C(=O)c4ccccc4OC)C3)n2)c1
HOMO level in eV: -8.5
LUMO in Eh: 0.0203

---

A 3-piece molecular cluster, C22H23N3O9 overall at a distorted geometry, computed with wB97M-V/def2-TZVPD.

Structure (XYZ):
```
57
Properties=species:S:1:pos:R:3:forces:R:3
O -3.2690 -6.1308 0.6728 5.36 3.91 -3.77
C -2.4566 -5.4334 0.0042 -2.73 0.10 0.75
N -1.7837 -4.5589 -0.6908 -3.29 -4.81 2.30
C -2.3959 -4.3467 -2.0558 1.98 2.39 -0.17
C -1.2211 -4.1501 -3.1750 -1.01 0.61 -0.69
C -2.1290 -3.2805 -4.2191 -0.13 0.09 -2.55
O -2.0798 -3.2174 -5.4768 -0.36 -0.13 5.71
O -3.1027 -2.5393 -3.4274 2.21 -1.01 -0.77
C -2.8031 -2.7604 -1.9930 -0.13 -1.69 -0.73
C -4.0589 -2.3551 -1.0839 0.18 0.10 -0.17
C -4.1169 -0.8059 -0.6417 0.18 0.22 0.20
C -2.6832 -0.0992 -0.4375 -0.15 -0.72 -0.63
C -2.7199 1.2150 0.5159 0.68 -0.84 -1.94
O -2.3993 0.8255 1.9012 2.73 0.52 -0.42
C -0.9785 0.7112 2.0325 1.35 1.02 2.84
O -0.3312 1.1133 3.0532 -3.28 -1.79 -4.31
H -3.1922 -5.0803 -2.4330 1.08 1.15 0.82
H -0.6981 -5.0875 -3.5747 -1.29 1.36 0.24
H -0.3569 -3.4255 -2.9010 -1.62 -1.20 0.23
H -1.7638 -2.2999 -1.7597 -2.14 -0.25 0.04
H -5.0271 -2.5687 -1.6775 1.66 0.09 0.90
H -4.0659 -3.0095 -0.1325 0.19 0.95 -1.57
H -4.6780 -0.2241 -1.4680 0.69 -0.84 1.57
H -4.6754 -0.7641 0.3768 0.69 0.06 -1.89
H -2.2886 0.1585 -1.5021 -0.56 -0.17 1.89
H -1.9611 -0.9186 -0.0367 -1.08 1.64 -0.35
H -3.7581 1.7248 0.4452 1.83 -0.90 0.58
H -1.9026 1.9413 0.1349 -1.85 -1.28 0.74
H -0.3886 0.1766 1.1732 -1.47 1.05 1.22
O -1.1663 3.7781 -0.0007 0.88 0.12 -0.32
N -0.0231 3.4886 -0.3385 -0.28 -0.17 -0.21
O 0.2632 2.5605 -1.0855 -0.27 0.50 0.48
C 1.0729 4.3028 0.1912 0.64 0.47 0.36
C 0.7919 5.3450 1.0747 -0.09 0.02 0.04
C 1.8386 6.1003 1.5940 0.09 -0.20 -0.18
C 3.1517 5.8168 1.2281 -0.04 -0.03 -0.02
C 3.4254 4.7818 0.3377 -0.26 0.07 0.10
C 2.3856 4.0190 -0.1847 0.04 -0.10 -0.06
H -0.2267 5.5764 1.3682 0.10 -0.21 -0.15
H 1.6314 6.9092 2.2874 -0.02 -0.13 -0.11
H 3.9667 6.4052 1.6401 -0.11 -0.07 -0.06
H 4.4509 4.5675 0.0541 -0.16 -0.01 0.00
H 2.6130 3.2134 -0.8751 -0.24 0.08 0.11
O 0.6167 -1.8460 0.9946 0.64 -0.19 -0.28
N 1.7597 -2.1275 0.6492 -0.35 -0.42 -0.30
O 2.0474 -3.0482 -0.1042 -0.24 0.62 0.47
C 2.8545 -1.3093 1.1778 0.70 0.54 0.38
C 2.5729 -0.2731 2.0693 -0.15 -0.08 -0.06
C 3.6188 0.4851 2.5863 0.12 -0.16 -0.18
C 4.9312 0.2110 2.2109 -0.06 -0.02 -0.02
C 5.2054 -0.8177 1.3129 -0.26 0.07 0.08
C 4.1668 -1.5834 0.7924 0.05 -0.10 -0.08
H 1.5548 -0.0479 2.3713 0.13 -0.11 -0.04
H 3.4111 1.2890 3.2855 -0.06 -0.13 -0.11
H 5.7454 0.8017 2.6212 -0.10 -0.08 -0.06
H 6.2304 -1.0246 1.0219 -0.16 -0.01 0.01
H 4.3948 -2.3838 0.0961 -0.23 0.08 0.11
```
Positions in Å, forces in eV/Å.

Structure (SMILES): O=C=N[C@@H]1CC(=O)O[C@H]1CCCCOC=O.O=[N+]([O-])c1ccccc1.O=[N+]([O-])c1ccccc1
HOMO level in eV: -9.9
LUMO in Eh: -0.0362

---

C22H23NO5 as an isolated structure at a distorted geometry, computed with wB97M-V/def2-TZVPD.

Structure (XYZ):
```
51
Properties=species:S:1:pos:R:3:forces:R:3
C -2.6083 1.9695 -6.6096 -4.52 -4.91 -3.02
H -2.9117 2.0895 -7.7671 -0.21 -0.11 2.90
O -1.3446 1.6233 -6.7605 6.23 -1.21 3.21
C -0.5823 1.3158 -5.5094 -1.18 -0.16 -2.76
C -1.0564 1.1567 -4.2921 -6.82 2.42 4.91
C -0.3538 1.0478 -3.0091 -1.11 -0.20 -3.72
C 1.0779 0.8640 -3.0344 -6.84 -1.91 -3.18
C 1.4752 0.6454 -4.4236 -8.16 2.33 3.90
C 0.7381 0.9481 -5.5048 2.36 1.04 -5.16
H 1.2650 1.0663 -6.5577 -0.81 -0.70 2.23
H 2.3754 0.5779 -4.4307 10.79 -1.51 -1.41
C 1.5374 0.3311 -1.8327 13.35 -1.36 -13.76
C 3.1587 0.0227 -1.9147 -5.74 1.56 1.03
C 3.5147 -0.0890 -0.6308 9.68 -2.53 -3.21
C 2.8591 -0.2533 0.5293 -3.70 3.54 6.53
C 1.5691 0.2883 0.5950 1.70 -2.22 -3.77
C 1.0723 0.5086 -0.7674 -10.33 1.46 15.63
O -0.3539 0.8071 -0.6166 0.16 0.09 -2.22
C -1.2801 1.0031 -1.8730 4.23 1.30 3.86
O -2.3567 1.3668 -1.5640 -0.59 -0.76 -1.12
H 0.8787 0.1187 1.3907 -0.35 0.58 0.27
O 3.4787 -0.2807 1.8633 2.34 -0.32 -5.43
C 2.6813 -0.4760 2.9164 6.02 -8.90 0.41
H 3.4934 -0.6402 3.7697 -2.27 0.06 -1.21
H 2.1035 0.1993 3.0888 -6.14 8.79 2.26
C 1.7327 -1.6703 2.6531 -0.21 -2.91 1.89
O 2.1206 -2.5603 1.8503 -2.31 2.21 2.08
N 0.5407 -1.6984 3.5509 11.08 3.92 -2.06
C 0.4144 -0.6154 4.6519 -2.31 1.39 -9.89
H 1.2593 -0.0092 4.7949 0.77 0.45 0.37
C -0.9236 0.1278 4.0312 4.44 -0.39 3.07
H -1.0718 0.7605 4.7923 -1.41 3.11 2.57
C -2.0503 -0.6871 3.6716 2.41 0.36 6.38
C -3.0089 0.0733 3.0756 -8.74 0.78 -2.48
H -2.7406 0.5529 2.1673 0.38 0.28 -0.87
H -4.1986 -0.4442 2.8747 3.69 0.44 -0.02
H -3.4697 0.7502 3.6899 -0.36 2.54 1.82
C -1.5546 -1.5702 2.8018 -0.84 -12.57 -1.73
C -0.4260 -2.5923 3.3226 -3.96 7.94 -2.11
H -0.1300 -3.2790 2.7345 1.75 -4.75 -4.72
H -0.5816 -2.9404 4.1801 -2.63 -3.65 7.10
H -2.4227 -2.3133 2.7473 0.57 0.58 -1.23
H -1.2231 -1.3858 1.8659 0.65 1.58 -3.03
H -2.2253 -1.1872 4.6454 -1.22 -0.06 -0.47
H -0.5509 0.6176 3.2367 1.17 2.14 -2.95
H 0.0774 -1.1985 5.2963 -2.29 -4.31 7.17
H 4.7495 -0.3317 -0.6643 -3.13 0.74 1.04
H 3.7264 0.1767 -2.8719 -0.49 -0.46 1.58
H -2.3640 1.4339 -4.0956 4.18 -1.07 -0.63
H -3.2253 1.0457 -6.0380 1.03 1.93 -1.91
H -2.8848 2.7339 -6.0196 -0.30 3.43 1.84
```
Positions in Å, forces in eV/Å.

HOMO level in eV: -8.3
LUMO in Eh: -0.0143

---

C22H24AsClI2InOP as an isolated structure at a distorted geometry, computed with wB97M-V/def2-TZVPD.

Structure (XYZ):
```
53
Properties=species:S:1:pos:R:3:forces:R:3
I -0.6719 -2.2913 -1.7511 0.45 0.12 -0.21
I -0.7511 2.5507 -1.8294 0.77 -0.10 0.30
In 0.7803 0.1837 -1.8104 -0.12 0.43 -0.08
P 0.2404 -0.0007 -4.3691 -0.09 -0.39 -1.83
C -1.4248 -0.0196 -5.1013 -0.12 0.00 0.48
C 1.0634 1.4380 -5.1241 0.13 0.21 0.56
H 2.0649 -1.5664 -4.5995 -0.22 -0.03 -0.24
H 1.2416 -1.2377 -6.1677 -0.05 -0.08 0.32
H 0.4845 -2.3397 -4.9542 0.20 0.23 -0.06
C 1.0924 -1.4363 -5.0958 0.09 -0.08 0.38
H 2.0459 1.5786 -4.6511 -0.21 0.03 -0.25
H 1.1880 1.2304 -6.1966 -0.07 0.02 0.29
H -1.3261 -0.0209 -6.1977 0.13 0.02 0.31
H -1.9751 0.8746 -4.7854 0.05 -0.23 -0.11
H 0.4537 2.3385 -4.9738 0.20 -0.23 -0.06
H -1.9550 -0.9248 -4.7818 0.05 0.25 -0.12
C -2.6588 0.1208 -2.1935 -1.97 -1.01 0.23
O -3.7159 -0.2191 -1.9510 1.40 0.69 -0.29
Cl 3.1244 0.1540 -2.0116 -0.73 -0.02 0.16
C -0.7164 3.9352 3.7848 0.09 -0.27 -0.16
C 0.2245 3.9968 2.7505 0.12 -0.25 -0.13
C 0.4347 2.8894 1.9209 -0.14 0.13 0.09
C -0.2571 1.6910 2.1624 0.13 0.55 -0.83
C -1.1921 1.6251 3.2006 -0.34 -0.04 0.06
C -1.4348 2.7543 3.9926 0.23 -0.18 -0.11
As 0.0631 0.1488 0.9699 -0.32 -0.40 3.80
C 1.7188 -0.5877 1.7075 -0.26 0.00 -0.59
C 2.2311 -1.7769 1.1676 0.56 -0.08 -0.36
C 3.5505 -2.1486 1.4383 -0.57 -0.22 0.05
C 4.3424 -1.3587 2.2765 -0.10 0.06 -0.08
C 3.8200 -0.1872 2.8327 -0.53 0.03 0.23
C 2.4932 0.1807 2.5838 0.63 0.39 -0.08
C -1.3747 -1.0436 1.5913 -0.03 0.09 -0.87
C -1.1640 -2.3226 2.1187 0.02 -0.27 -0.28
C -2.2672 -3.1484 2.3766 0.18 0.16 0.13
C -3.5667 -2.7010 2.1198 0.14 0.20 -0.09
C -3.7675 -1.4225 1.5883 0.09 0.23 0.17
C -2.6770 -0.5904 1.3406 -0.14 -0.12 -0.21
H -0.8804 4.8011 4.4306 0.01 -0.29 -0.28
H 0.7947 4.9115 2.5856 -0.18 -0.26 0.00
H 1.1232 2.9552 1.0769 -0.09 0.09 0.26
H -1.7341 0.6985 3.3882 0.11 0.36 0.05
H -2.1874 2.7045 4.7796 0.26 -0.05 -0.17
H 1.6029 -2.3954 0.5224 0.31 0.16 0.04
H 3.9520 -3.0598 0.9938 -0.11 0.23 0.21
H 5.3605 -1.6698 2.5145 -0.25 0.18 -0.19
H 4.4395 0.4427 3.4725 -0.23 -0.27 -0.07
H 2.0588 1.0583 3.0621 0.29 -0.13 -0.22
H -0.1521 -2.6735 2.3204 -0.27 0.02 -0.03
H -2.1124 -4.1496 2.7853 0.01 0.38 -0.07
H -4.4269 -3.3346 2.3478 0.34 0.15 -0.16
H -4.7738 -1.0596 1.3758 0.27 -0.13 0.12
H -2.8267 0.4238 0.9661 -0.10 -0.27 -0.03
```
Positions in Å, forces in eV/Å.

Net charge: +2
HOMO level (alpha / beta) in eV: -14.8 / -14.8
LUMO (alpha / beta) in Eh: -0.3816 / -0.3805

---

C22H24BBr2Cl3NO5S2Ti as an isolated structure at a distorted geometry, computed with wB97M-V/def2-TZVPD.

Structure (XYZ):
```
61
Properties=species:S:1:pos:R:3:forces:R:3
Ti -0.0309 1.4552 -0.5849 -0.38 0.81 1.10
C -1.5735 -2.6039 1.0024 0.00 -0.05 0.00
C -2.7102 -1.7256 0.5679 -0.18 -0.14 0.09
C -4.0564 -2.0343 0.9047 0.19 0.03 -0.02
C -5.0548 -1.2026 0.5010 -0.01 0.09 -0.04
C -4.7403 -0.0306 -0.2279 -0.40 -0.04 0.06
C -5.6921 0.9365 -0.6597 0.24 -0.15 0.06
Br -7.5438 0.6745 -0.3189 -0.01 0.02 -0.01
C -5.2937 2.0623 -1.3075 0.17 0.06 -0.06
C -3.9197 2.2892 -1.5636 -0.60 -0.05 -0.01
Br -3.4415 3.8729 -2.4574 0.12 0.05 -0.03
C -2.9633 1.3856 -1.1855 0.54 0.16 0.04
O -1.6816 1.5881 -1.4034 -0.30 -0.29 -0.55
C -3.3825 0.1936 -0.5081 0.11 -0.11 0.09
N -2.4074 -0.6628 -0.1254 0.00 0.14 -0.14
H -1.8924 -3.3430 1.7378 -0.02 0.00 -0.01
H -0.7781 -1.9901 1.4278 0.00 0.01 -0.01
H -1.1611 -3.1301 0.1387 -0.01 0.02 0.00
H -4.2738 -2.9218 1.4849 0.01 -0.01 -0.01
H -6.0869 -1.4133 0.7459 -0.01 0.00 0.00
H -6.0144 2.8014 -1.6267 0.00 0.00 0.00
C 0.2780 2.0594 4.0615 0.06 0.02 0.11
C 0.0464 2.3441 2.5980 -0.13 -0.08 -0.07
S -0.5908 0.9899 1.6635 0.31 0.07 -0.15
C 0.2607 3.5402 2.0305 -0.08 0.02 -0.05
C 0.7392 4.7180 2.8363 0.05 0.13 -0.05
S -0.0257 3.8098 0.3184 0.25 -0.58 0.16
H 0.2000 0.9919 4.2615 -0.02 -0.01 -0.04
H -0.4486 2.5681 4.7036 -0.03 0.02 -0.04
H 1.2730 2.3776 4.3835 0.00 0.02 -0.03
H 0.4482 4.6472 3.8848 -0.02 -0.03 0.02
H 0.3354 5.6483 2.4335 -0.02 -0.03 -0.03
H 1.8298 4.8050 2.7973 0.00 -0.02 -0.02
C 2.6128 -3.1324 1.1830 0.06 -0.08 0.04
C 2.6480 -1.9632 0.2116 -0.05 -0.04 -0.02
C 3.9844 -1.2399 0.3177 0.05 0.03 -0.01
O 1.6390 -1.0286 0.6340 -0.05 -0.01 -0.12
B 0.9204 -0.5804 -0.4592 0.26 -0.19 0.01
O 1.2178 -1.3526 -1.5775 -0.09 0.23 0.09
C 2.2366 -2.3236 -1.2661 -0.01 0.10 0.02
C 3.3423 -2.1486 -2.2977 0.04 -0.08 -0.06
C 1.6108 -3.7005 -1.4270 -0.05 -0.13 0.00
H 2.7880 -2.7550 2.1908 0.00 0.03 0.00
H 3.3884 -3.8685 0.9573 0.00 0.02 -0.04
H 1.6466 -3.6339 1.1751 -0.01 0.02 0.02
H 4.1661 -0.9923 1.3642 -0.02 0.01 0.01
H 3.9737 -0.3090 -0.2494 -0.02 0.01 -0.02
H 4.8099 -1.8585 -0.0408 -0.01 -0.02 0.02
H 3.7922 -1.1599 -2.2494 -0.04 0.05 0.00
H 2.9064 -2.2718 -3.2901 0.00 -0.01 -0.01
H 4.1290 -2.8982 -2.1786 -0.02 0.00 0.05
H 0.7554 -3.8368 -0.7657 0.02 0.05 -0.01
H 2.3316 -4.4958 -1.2250 0.01 0.02 0.00
H 1.2596 -3.8096 -2.4536 0.00 0.02 -0.02
Cl 1.1482 3.8928 -3.3264 -0.06 0.02 0.06
C 1.7610 2.2442 -3.4971 0.12 -0.05 -0.27
Cl 0.4060 1.1058 -3.6399 -0.08 0.00 -0.11
Cl 2.7681 2.1366 -4.9483 -0.07 -0.01 0.11
C 2.5546 1.8497 -2.2102 0.22 -0.16 0.29
O 3.7401 1.6312 -2.2832 -0.02 0.03 -0.01
O 1.8161 1.7978 -1.1633 -0.02 0.04 -0.42
```
Positions in Å, forces in eV/Å.

Net charge: -1
HOMO level in eV: -3.9
LUMO in Eh: 0.0833